No. 1
A 2-piece molecular cluster, C2H7NO overall at a distorted geometry, computed with ωB97M-V/def2-TZVPD.

Geometry (Å):
C -1.5398 1.8535 -2.2239
C -1.2516 0.5957 -2.4066
N -1.2936 -0.3281 -1.3688
H -1.8589 2.2894 -1.2410
H -1.3820 2.6807 -2.9423
H -0.9689 -0.0465 -3.3185
H -2.0574 -0.2442 -0.7181
H -1.3182 -1.3355 -1.7327
O 3.9233 -2.2314 5.2082
H 3.8949 -1.8177 6.0857
H 3.8523 -1.4160 4.6580

Cartesian forces, eV/Å:
C -0.19 3.35 0.04
C 0.34 -2.88 -1.00
N -0.26 -3.22 -0.18
H 0.37 -0.97 -0.76
H -0.21 -1.05 0.05
H -0.14 2.25 0.77
H -0.01 0.37 0.25
H 0.10 2.14 0.83
O -0.13 1.60 -0.14
H 0.04 -0.52 -0.05
H 0.09 -1.08 0.19

Summary:
SMILES: C=CN.O
relative energy (zero: lowest compared OMol25 entry of this formula, charge and spin): 1.422 eV
highest occupied orbital energy: -8.483 eV
E_tot: -5723.819 eV

No. 2
An isolated molecule of C2H7NO at a distorted geometry, computed with ωB97M-V/def2-TZVPD.

Geometry (Å):
C -1.4457 0.4703 -0.3628
N -0.6628 -0.6825 0.1399
C 0.7896 -0.5717 -0.2113
O 1.3068 0.5513 0.5070
H -1.4568 0.5258 -1.4331
H -2.5659 0.3777 -0.1950
H -1.1665 1.4994 0.0408
H -0.6674 -0.6622 1.1412
H 0.8894 -0.5195 -1.2871
H 1.3185 -1.2979 0.2283
H 1.7707 1.0517 -0.0860

Cartesian forces, eV/Å:
C -1.23 0.82 1.00
N 0.93 0.50 -1.41
C -3.68 2.80 0.47
O -1.33 -1.15 1.39
H 0.68 -0.11 -0.75
H 1.35 -0.31 0.45
H -0.03 -1.31 -0.38
H -0.25 -0.08 0.56
H 0.19 0.16 -0.20
H 1.44 -3.67 0.96
H 1.92 2.35 -2.09

Summary:
SMILES: CNCO
relative energy (zero: lowest compared OMol25 entry of this formula, charge and spin): 1.290 eV
highest occupied orbital energy: -9.309 eV
E_tot: -5723.951 eV

No. 3
An isolated molecule of C2H7NO at a distorted geometry, computed with ωB97M-V/def2-TZVPD.

Geometry (Å):
N -1.4245 -0.1266 -0.7073
C -0.4028 -0.6192 0.2851
C 0.9471 -0.0127 0.0488
O 0.8793 1.3894 0.4322
H -1.0168 -0.2618 -1.6478
H -1.2692 0.8740 -0.6560
H -0.3642 -1.7431 0.1548
H -0.8909 -0.3518 1.2813
H 1.2611 -0.0083 -1.0347
H 1.8041 -0.6175 0.4972
H 0.4767 1.4776 1.3464

Cartesian forces, eV/Å:
N 1.38 0.24 -0.28
C -1.81 -1.39 -0.68
C 1.31 0.43 0.10
O -0.06 -0.51 1.14
H -0.38 -0.53 0.45
H -0.61 0.51 0.21
H -0.01 1.13 0.49
H 1.18 -0.54 -0.93
H -0.80 0.10 0.87
H -1.04 1.00 0.24
H 0.81 -0.44 -1.61

Summary:
SMILES: NCCO
relative energy (zero: lowest compared OMol25 entry of this formula, charge and spin): 0.993 eV
highest occupied orbital energy: -9.780 eV
E_tot: -5724.249 eV